Record 1
C7H15NO | wB97M-V/def2-TZVPD

Structure (XYZ):
```
24
Properties=species:S:1:pos:R:3:forces:R:3
C -0.0515 -0.8665 -1.2841 1.367 0.197 3.534
C 1.0183 -0.8859 0.2625 -0.205 -1.995 -3.314
C -1.4181 0.4691 0.3645 0.567 -0.688 -0.466
C -1.3917 -0.1951 -1.0159 -0.065 0.162 0.401
C 0.1057 1.6839 2.0049 0.602 -0.297 -0.042
C 0.7737 -0.1573 -2.2956 0.202 1.352 0.128
C -0.1740 1.3295 0.5589 -1.251 2.935 -0.856
N 0.4425 -1.6853 1.3139 -0.399 0.123 0.355
O 0.2921 2.0232 -0.3594 -0.552 -1.340 1.655
H -0.1385 -1.9453 -1.4193 -0.009 0.036 -0.116
H 0.9664 -1.6372 2.1776 0.041 -0.115 -0.082
H 0.3247 -2.6529 1.0389 0.110 0.133 0.079
H 1.7870 -1.4482 -0.2763 0.325 -0.186 0.086
H 1.6237 -0.0549 0.6217 -0.840 0.508 -0.045
H -2.3019 1.1051 0.4695 0.128 0.118 0.136
H -1.4272 -0.3068 1.1360 -0.142 0.270 -0.053
H -2.1980 -0.9279 -1.0711 -0.086 0.115 -0.117
H -1.5543 0.5816 -1.7627 -0.139 -0.075 -0.159
H -0.7598 2.2090 2.4118 -0.097 0.000 -0.146
H 0.2500 0.7995 2.6214 -0.030 -0.146 0.032
H 0.9746 2.3303 2.0883 0.051 0.062 -0.062
H 0.9377 0.8588 -1.8395 0.354 -0.986 -0.803
H 0.2168 0.0456 -3.2117 -0.026 -0.271 -0.141
H 1.7017 -0.6723 -2.5342 0.094 0.088 -0.004
```
Forces are in eV/Å.

## Properties
**Net charge**: 0
**Molar mass**: 129.20 g/mol
**SMILES string**: CC(=O)CC[C@@H](C)CN
**Electronic energy**: -405.64250 hartree
**Gap between HOMO and LUMO**: 9.528 eV
**Energy relative to the best compared isomer or geometry (same formula, charge and spin)**: 2.5798 eV
**E_HOMO**: -8.6 eV

Record 2
C5H6N2O | wB97M-V/def2-TZVPD

Structure (XYZ):
```
14
Properties=species:S:1:pos:R:3:forces:R:3
C 2.0825 0.0113 -0.0825 3.174 -0.888 -0.303
C 0.6857 -0.6017 0.1291 1.140 5.537 0.116
C -2.0382 -0.5072 -0.1043 0.340 -1.106 2.174
C -1.2565 0.6337 -0.4783 -0.712 -2.246 -0.914
C -0.2145 0.6878 0.5119 -0.624 -1.520 3.769
H 3.1372 -0.8177 0.0468 -3.413 2.604 -0.421
H 2.2550 1.0625 0.7173 -0.556 -3.584 -2.866
H 2.0270 0.2858 -1.2690 0.525 -0.146 3.035
H -2.9888 -0.4289 0.2761 -2.583 -0.119 0.467
H -0.7758 0.3958 -1.3515 0.907 -0.211 -2.848
H -0.6155 0.6510 1.5927 0.768 -0.413 -1.556
N 0.0301 -1.6101 -0.1888 -1.103 -1.306 1.200
N -1.4309 -1.5960 0.2301 1.075 0.371 -2.169
O -0.8971 1.8338 -0.0296 1.063 3.029 0.314
```
Forces are in eV/Å.

## Properties
**Net charge**: 0
**Molar mass**: 110.12 g/mol
**Electronic energy**: -378.56141 hartree
**Gap between HOMO and LUMO**: 9.721 eV
**Energy relative to the best compared isomer or geometry (same formula, charge and spin)**: 8.4228 eV
**E_HOMO**: -9.1 eV

Record 3
C20H24N4O4S2 | wB97M-V/def2-TZVPD

Structure (XYZ):
```
54
Properties=species:S:1:pos:R:3:forces:R:3
C -3.5614 -1.1402 2.3951 -0.204 -0.094 -0.195
H -4.0171 -0.4290 3.0792 -0.019 0.083 0.128
H -2.6075 -0.7366 2.0655 0.097 0.022 -0.009
H -3.3873 -2.0733 2.9247 0.046 -0.084 0.125
C -4.4764 -1.3829 1.1969 0.458 -0.338 0.404
N -4.7090 -0.1579 0.4633 0.403 0.152 -1.029
S -4.1101 -0.1596 -1.0949 0.287 -0.088 0.419
O -4.3729 -1.4063 -1.7639 0.169 -0.021 0.148
O -4.5426 1.0513 -1.7276 -0.075 0.254 0.187
C -2.3542 -0.0584 -0.7580 -0.633 -0.078 -0.133
C -1.8999 1.0519 -0.0854 0.257 0.068 0.028
C -0.5362 1.1103 0.1787 0.228 -0.750 -0.363
N 0.2073 2.0708 0.8083 0.102 0.477 0.324
C 1.4314 1.6333 0.7774 0.014 0.332 0.268
N 1.5767 0.4153 0.1667 -0.394 0.077 0.028
C 0.3181 0.0593 -0.2476 -0.667 0.173 0.037
C -0.1630 -1.0573 -0.9165 0.061 -0.040 -0.008
C -1.5197 -1.0964 -1.1657 0.003 -0.179 -0.107
H -1.9699 -1.9263 -1.6866 0.022 -0.140 -0.058
H 0.4944 -1.8550 -1.2247 0.019 -0.099 -0.053
C 2.7740 -0.2953 -0.0506 0.482 -0.337 0.045
C 3.6076 -0.5952 1.0162 -0.267 -0.020 -0.209
C 4.7931 -1.2770 0.8039 0.312 -0.126 -0.043
C 5.1491 -1.6717 -0.4825 -0.189 0.113 -0.071
C 4.3004 -1.3650 -1.5510 0.186 -0.151 0.100
C 3.1244 -0.6817 -1.3418 0.031 0.076 0.191
H 2.4890 -0.4113 -2.1700 -0.048 0.048 -0.089
H 4.5954 -1.6688 -2.5422 0.035 -0.034 -0.132
O 6.2820 -2.3450 -0.8037 -0.221 0.088 -0.217
C 7.1840 -2.6851 0.2225 0.148 -0.058 0.175
H 6.7207 -3.3455 0.9622 0.012 0.038 -0.022
H 8.0009 -3.2118 -0.2677 -0.038 0.034 0.084
H 7.5773 -1.7948 0.7233 -0.029 -0.030 -0.010
H 5.4248 -1.4950 1.6498 0.085 -0.047 0.054
H 3.3333 -0.2936 2.0160 -0.036 -0.013 0.040
S 2.7971 2.5588 1.3719 0.127 0.233 -0.005
C 3.5996 2.8522 -0.2519 -0.061 -0.325 0.245
H 4.2345 2.0033 -0.5055 -0.090 0.117 -0.111
H 4.2040 3.7492 -0.1266 0.020 0.015 -0.016
C 2.5363 3.0450 -1.3251 0.374 0.280 0.211
O 2.4522 2.3057 -2.2786 -0.029 -0.287 -0.329
N 1.7316 4.1053 -1.1215 -0.206 0.461 -0.160
H 0.9386 4.2258 -1.7308 0.034 -0.072 0.025
H 1.7143 4.5761 -0.2322 -0.029 -0.117 0.003
H -2.5780 1.8325 0.2133 -0.061 0.179 0.120
C -5.9443 0.5641 0.6815 -0.440 0.298 -0.280
C -7.1591 -0.1079 0.0467 0.197 0.097 0.155
H -7.3354 -1.0911 0.4777 -0.066 -0.096 0.010
H -6.9838 -0.2233 -1.0200 -0.112 -0.015 -0.102
H -8.0454 0.5028 0.1985 -0.128 0.020 -0.006
H -5.7999 1.5469 0.2297 -0.158 0.043 0.224
H -6.0805 0.6842 1.7600 0.110 0.029 -0.062
H -4.0138 -2.0939 0.5083 -0.128 -0.159 0.212
H -5.4246 -1.8119 1.5351 0.015 -0.007 -0.169
```
Forces are in eV/Å.

## Properties
**Net charge**: 0
**Molar mass**: 448.57 g/mol
**SMILES string**: CCN(CC)S(=O)(=O)c1ccc2c(c1)nc(SCC(N)=O)n2-c1ccc(OC)cc1
**Electronic energy**: -2092.90595 hartree
**Gap between HOMO and LUMO**: 8.865 eV
**Energy relative to the best compared isomer or geometry (same formula, charge and spin)**: 1.4737 eV
**E_HOMO**: -8.5 eV

Record 4
C29H39AsN2O2PdS2Si2 | wB97M-V/def2-TZVPD

Structure (XYZ):
```
78
Properties=species:S:1:pos:R:3:forces:R:3
Pd 0.1718 0.9341 -0.0793 0.099 0.478 -0.274
C -1.7488 -1.9484 -2.7757 0.001 -0.043 -0.076
C -1.0679 -1.5059 -1.5207 0.145 0.148 0.138
N -1.2379 -0.1276 -1.1658 -0.349 -0.244 -0.278
N -2.4514 0.2951 -1.3467 0.189 0.147 0.268
C -2.7967 1.4550 -0.7725 -0.011 -0.297 -0.342
S -1.8079 2.3578 0.2452 -0.118 0.069 0.136
S -4.4690 1.9378 -1.1233 0.044 0.095 0.072
C -5.3329 0.9384 0.1465 -0.118 -0.041 0.019
C -4.8988 -0.4951 0.1546 0.031 -0.029 -0.006
C -3.9531 -0.9224 1.0787 0.006 0.020 0.012
C -3.4474 -2.2133 1.0340 -0.014 0.003 -0.005
C -3.9006 -3.0987 0.0680 0.028 -0.016 0.018
C -4.8575 -2.6851 -0.8499 -0.016 0.011 -0.023
C -5.3474 -1.3897 -0.8111 -0.021 -0.007 0.024
C -0.2699 -2.3733 -0.7458 -0.023 -0.039 -0.008
C 0.0057 -3.6653 -1.2918 0.012 0.059 0.017
C 0.8328 -4.5802 -0.6899 0.015 -0.017 0.010
C 1.4352 -4.2676 0.5254 0.013 -0.002 0.030
C 1.1622 -3.0477 1.1251 -0.072 0.037 -0.046
C 0.3203 -2.1121 0.5434 -0.030 -0.171 -0.061
O -0.0411 -1.0089 1.2459 0.046 0.517 -0.026
H -2.5572 -1.2630 -3.0150 0.006 0.027 0.020
H -2.1741 -2.9451 -2.6655 -0.040 0.000 -0.012
H -1.0643 -1.9746 -3.6347 0.000 -0.008 0.017
H -6.3873 1.0339 -0.1170 0.003 0.015 0.006
H -5.1822 1.3995 1.1222 0.048 0.015 -0.018
H -3.5849 -0.2169 1.8140 0.028 0.001 0.044
H -2.6864 -2.5214 1.7403 0.006 -0.013 0.008
H -3.5034 -4.1051 0.0257 0.006 -0.006 0.000
H -5.2143 -3.3726 -1.6067 -0.005 -0.005 -0.003
H -6.0689 -1.0597 -1.5493 -0.006 0.007 -0.012
H -0.4292 -3.9215 -2.2459 -0.017 -0.011 -0.016
H 1.0119 -5.5376 -1.1621 -0.005 -0.003 -0.007
H 2.0880 -4.9745 1.0199 0.006 -0.002 -0.001
H 1.5923 -2.8221 2.0855 -0.001 -0.014 0.016
C 2.0132 -0.6839 3.2069 -0.015 0.076 -0.023
Si 0.5166 0.1425 2.4359 0.107 -0.491 0.339
C -1.0206 0.0837 3.5129 0.055 -0.011 0.005
C 1.0598 2.0275 2.5285 -0.083 -0.036 -0.019
C 1.0573 2.3044 3.9050 0.000 0.035 0.013
C 1.3628 3.5546 4.4177 -0.001 0.008 -0.003
C 1.6799 4.5892 3.5545 0.001 -0.016 0.011
C 1.6950 4.3403 2.1933 0.019 0.032 -0.021
C 1.4026 3.0822 1.6559 0.017 -0.089 -0.079
Si 1.5161 2.9405 -0.2370 -0.013 -0.194 -0.101
C 3.3513 2.7911 -0.6742 -0.049 0.173 0.058
C 0.8596 4.4964 -1.0679 0.060 -0.002 0.026
H 2.4562 -0.0402 3.9658 -0.009 0.024 0.004
H 2.7744 -0.8565 2.4423 0.000 -0.026 -0.024
H 1.7622 -1.6372 3.6713 -0.002 -0.017 0.044
H -0.7619 -0.2007 4.5352 0.011 0.029 0.029
H -1.6950 -0.6790 3.1287 -0.052 -0.020 -0.029
H -1.5445 1.0381 3.5518 -0.012 0.014 -0.032
H 0.8030 1.5287 4.6185 -0.005 -0.011 0.007
H 1.3413 3.7156 5.4882 0.004 0.001 0.005
H 1.9107 5.5755 3.9359 0.001 0.010 0.000
H 1.9404 5.1551 1.5197 0.007 0.011 -0.007
H 3.8780 3.6710 -0.2904 0.040 -0.016 0.004
H 3.5223 2.7609 -1.7527 -0.026 -0.008 -0.009
H 3.7847 1.9012 -0.2185 -0.022 -0.021 0.022
H 1.5723 5.3228 -0.9984 0.009 0.013 0.024
H -0.0891 4.8199 -0.6403 -0.026 -0.038 0.034
H 0.6894 4.3031 -2.1297 0.009 -0.009 -0.014
C 2.2391 -2.0830 -3.2203 0.003 -0.009 0.011
As 2.6482 -0.4028 -2.3851 -0.021 0.118 -0.161
C 1.9234 0.9715 -3.5331 -0.012 -0.035 -0.028
C 4.5668 -0.2505 -2.4399 -0.019 -0.057 -0.002
O 2.0668 -0.2948 -0.8463 0.126 -0.126 0.302
H 2.7153 -2.1375 -4.1990 0.012 0.006 0.000
H 1.1593 -2.1669 -3.3221 0.018 0.012 -0.010
H 2.5908 -2.8887 -2.5781 -0.001 0.004 -0.002
H 1.6685 0.5566 -4.5071 0.023 -0.007 -0.013
H 2.6466 1.7756 -3.6548 -0.018 0.000 0.000
H 1.0265 1.3580 -3.0483 0.007 -0.027 0.007
H 4.9159 -0.3335 -3.4687 0.005 0.007 -0.004
H 4.9921 -1.0549 -1.8415 -0.011 0.006 -0.002
H 4.8629 0.7079 -2.0204 -0.020 0.006 -0.002
```
Forces are in eV/Å.

## Properties
**Net charge**: 0
**Molar mass**: 749.29 g/mol
**Multiplicity**: 5
**Electronic energy**: -5127.37998 hartree
**Gap between HOMO and LUMO (alpha / beta)**: 6.234 / 6.727 eV
**Energy relative to the best compared isomer or geometry (same formula, charge and spin)**: 0.1559 eV
**E_HOMO (alpha / beta)**: -5.8 / -8.2 eV

Record 5
C3H12N2O2 | wB97M-V/def2-TZVPD

Structure (XYZ):
```
19
Properties=species:S:1:pos:R:3:forces:R:3
C 0.6260 1.1750 -1.4221 0.273 2.419 -3.361
C -0.3831 1.4428 -0.3811 1.624 -2.235 3.457
N -1.1682 0.1939 -0.1318 -0.330 3.837 2.598
C -1.6585 -0.0310 1.1519 0.880 -3.764 -3.124
N -1.8431 -1.2860 1.4216 1.035 1.963 -1.874
H 1.0720 0.2391 -1.3714 1.222 -1.676 0.823
H 1.4371 1.9905 -1.5451 -1.403 -1.330 0.324
H 0.1058 1.0625 -2.4407 0.564 0.562 1.237
H 0.1160 1.8384 0.6176 -0.954 -0.827 -1.878
H -1.1023 2.0801 -0.6782 -1.908 2.957 -1.040
H -0.8653 -0.5732 -0.6135 0.746 -2.354 -1.207
H -1.8301 0.8412 1.7082 -0.389 1.044 1.090
H -2.2299 -1.3928 2.2900 -1.287 -0.472 2.838
H 0.6256 -2.8467 -2.1427 0.045 -0.012 0.098
H -0.4773 -2.4924 -1.1143 0.129 -0.468 -0.582
O -0.3259 -2.7567 -2.0435 -0.211 0.376 0.616
H 1.8186 0.2892 2.4531 2.942 -0.091 -0.712
H 3.2761 -0.2530 1.9910 1.083 -2.979 -0.844
O 2.8064 0.4793 2.2511 -4.061 3.052 1.540
```
Forces are in eV/Å.

## Properties
**Net charge**: 0
**Molar mass**: 108.14 g/mol
**SMILES string**: [H]/N=C/NCC.O.O
**Electronic energy**: -381.43215 hartree
**Gap between HOMO and LUMO**: 9.598 eV
**Energy relative to the best compared isomer or geometry (same formula, charge and spin)**: 2.2521 eV
**E_HOMO**: -9.0 eV